1.
Computed, not measured: C3H6N2O2 as an isolated structure, with the ωB97M-V functional and the def2-TZVPD basis.

```
13
Properties=species:S:1:pos:R:3:forces:R:3
C 0.58773 -0.52532 0.43656 -0.37 -1.13 0.41
C -0.34164 1.08138 2.64588 -1.51 1.27 0.58
C -0.80804 -0.58888 -1.57985 2.40 -3.02 -1.55
N 0.21379 1.37674 1.63592 1.42 0.23 -0.87
N 0.40922 -0.34990 -0.79925 -1.84 -0.10 -1.00
O 1.29846 0.31470 -1.59604 1.99 0.03 0.89
O -1.04798 1.00570 3.57945 -0.02 -0.78 0.91
H -0.26465 -0.99194 0.96176 0.47 -0.20 -0.62
H -1.24574 0.30541 -1.89078 -0.62 1.57 -0.30
H -1.44439 -1.15721 -0.90518 -0.21 -0.18 -0.61
H -0.39854 -1.15651 -2.57325 -1.51 1.04 2.45
H 2.13802 0.24377 -1.05864 -0.88 0.41 -0.87
H 0.90377 0.44207 1.14344 0.69 0.84 0.58
```
Forces are in eV/Å.

Summary:
- Energy above the lowest of the compared OMol25 structures with the same formula, charge and spin: 137.8 kcal per mole
- LUMO level: 0.142 eV
- HOMO energy: -9.144 eV
- HOMO-LUMO gap: 9.286 eV
- Spin multiplicity: 1

Results of the Mulliken charge analysis, in e, for atoms 1 through 6: -0.48, 0.52, -0.70, -0.62, 0.33, -0.46



2.
Computed, not measured: C7H8 as an isolated structure, with the ωB97M-V functional and the def2-TZVPD basis.

```
15
Properties=species:S:1:pos:R:3:forces:R:3
C 0.70957 -3.54355 -1.36697 0.83 -6.81 0.94
C 0.56724 -2.40099 -1.54146 -0.86 8.71 -0.46
C 0.43299 1.24974 0.68987 1.24 1.76 3.11
C 1.22326 1.11019 -0.61163 4.51 1.99 -0.26
C -0.61653 0.46836 -0.01737 -3.90 -1.67 -0.12
C 0.31827 0.10137 -1.11153 -0.79 -1.52 -0.87
C -1.30811 -0.72537 0.66616 0.96 -2.63 1.91
H 0.91891 0.79534 1.64341 -0.73 0.00 -1.99
H 0.19522 2.28623 1.11990 0.04 -1.19 -1.20
H 1.08266 2.05096 -1.33826 0.53 -1.93 1.38
H 2.38070 0.84946 -0.45448 -2.42 0.71 -0.95
H -1.46456 1.14208 -0.40181 1.22 -0.81 0.18
H -1.57246 -0.47880 1.72349 0.23 0.08 -0.75
H -0.66040 -1.72931 0.75312 -0.74 2.56 -0.28
H -2.20675 -1.17570 0.24758 -0.12 0.77 -0.64
```
Forces are in eV/Å.

Summary:
- Energy above the lowest of the compared OMol25 structures with the same formula, charge and spin: 304.6 kcal per mole
- LUMO level (spin up / spin down): -1.199 / -1.831 eV
- HOMO energy (spin up / spin down): -9.820 / -9.327 eV
- HOMO-LUMO gap (spin up / spin down): 8.621 / 7.496 eV
- Spin multiplicity: 1

Results of the Mulliken charge analysis, in e, for atoms 1 through 6: 0.50, -0.84, -0.87, 0.08, 0.89, -0.60



3.
Computed, not measured: a 14-piece molecular cluster, C40H83FO29S5 overall, with the ωB97M-V functional and the def2-TZVPD basis.

```
158
Properties=species:S:1:pos:R:3:forces:R:3
F -9.77046 -7.29370 -3.85234 0.62 0.46 0.21
C -8.91144 -6.27714 -3.55297 -1.15 1.63 1.14
C -7.61325 -6.53734 -3.18410 -0.14 -1.41 -0.29
C -6.75323 -5.51643 -2.91569 -0.38 2.06 -0.37
C -7.24302 -4.18830 -2.96433 0.45 0.51 0.12
C -8.57774 -3.86059 -3.20447 -0.02 -2.67 -0.19
C -9.43268 -4.96342 -3.41757 0.33 -0.75 -1.25
H -7.23856 -7.54390 -3.07076 -0.19 -0.27 -0.36
H -5.71516 -5.77576 -2.76880 0.09 0.39 0.30
H -6.60951 -3.33042 -2.79372 0.55 -0.19 0.09
H -8.98659 -2.86465 -3.29009 0.23 0.17 0.12
H -10.47444 -4.81604 -3.66132 -0.18 0.10 0.04
C -7.13720 0.16057 -3.71166 -0.64 0.39 -0.30
S -8.69604 0.60102 -2.82788 0.18 -1.66 0.60
O -9.77043 -0.33995 -3.33690 0.81 0.61 0.17
C -8.21004 -0.11004 -1.16274 -0.17 0.03 -1.11
H -7.20559 0.67280 -4.67137 -0.06 0.07 -0.01
H -7.10449 -0.90873 -3.92053 -0.05 -0.05 0.37
H -6.24838 0.52807 -3.19878 -0.15 -0.11 0.20
H -7.82293 -1.12552 -1.24673 0.27 0.04 -0.36
H -9.13021 -0.23663 -0.59235 0.06 0.68 0.11
H -7.45872 0.56251 -0.74888 -0.24 -0.06 0.33
C -16.74018 0.34410 0.90956 0.24 0.27 -0.92
S -16.41376 0.72020 -0.90064 -0.97 0.22 -0.02
O -17.17592 1.96291 -1.33243 1.15 -1.14 0.80
C -14.64640 1.11132 -0.70820 -0.23 -0.06 0.49
H -15.97823 -0.39381 1.16058 -0.04 0.02 0.17
H -17.73084 -0.09575 1.02455 0.08 0.04 -0.29
H -16.67248 1.23230 1.53775 0.18 0.08 -0.17
H -14.59996 1.91274 0.02913 0.33 0.31 -0.36
H -14.18372 1.30034 -1.67686 -0.36 0.49 0.06
H -14.08969 0.25339 -0.33118 -0.32 -0.27 0.14
C -13.19533 -0.15587 4.88204 -1.51 0.46 0.15
S -11.52186 -0.09329 4.13732 0.51 -3.17 0.91
O -10.92775 -1.49985 4.46660 -1.03 2.72 -0.77
C -11.92862 -0.07257 2.34127 -1.28 0.43 0.38
H -13.85939 0.68555 4.68424 0.46 0.54 -0.84
H -13.26579 -0.10568 5.96860 1.30 -0.23 0.19
H -13.83745 -1.00585 4.65113 0.70 -0.49 -0.58
H -12.04155 0.98371 2.09710 0.42 0.09 -0.20
H -12.92384 -0.47592 2.15438 0.03 -0.41 0.21
H -11.22914 -0.58893 1.68385 0.30 0.16 0.53
C -17.02617 -4.50122 -5.10635 0.69 0.23 0.05
S -18.61682 -3.63204 -5.29015 0.06 -0.74 2.40
O -19.48976 -4.15435 -4.15305 0.44 0.23 -1.55
C -18.08898 -2.05616 -4.55471 -0.21 0.55 0.48
H -16.27410 -4.02993 -5.73909 -0.13 0.09 -0.31
H -17.03236 -5.56584 -5.34009 -0.56 0.13 -0.25
H -16.64179 -4.41523 -4.09000 -0.45 0.23 0.24
H -17.13448 -1.59502 -4.80844 0.01 -0.28 -0.58
H -18.08177 -2.20753 -3.47530 0.14 -0.50 0.00
H -18.90249 -1.34712 -4.70823 0.03 0.03 -0.38
C -14.65941 -5.44425 -1.61751 -0.19 -0.06 0.13
S -14.83075 -3.58876 -1.39349 -2.76 -0.86 0.29
O -16.25382 -3.18234 -1.86007 2.48 -0.69 0.46
C -14.99170 -3.67729 0.43698 0.95 -0.14 0.00
H -15.33271 -6.05458 -1.01563 -0.44 0.61 0.30
H -13.67221 -5.80238 -1.32549 0.29 0.48 -0.21
H -14.87675 -5.75419 -2.63966 0.28 0.53 -0.25
H -15.50804 -4.59564 0.71649 -0.33 0.36 -0.05
H -15.40980 -2.76601 0.86460 -0.47 -0.11 -0.50
H -13.99953 -3.72243 0.88605 0.32 -0.23 -0.20
C -12.28999 -8.52093 -5.10206 0.12 -2.54 1.53
O -12.01978 -7.23536 -5.53215 0.15 0.35 -0.70
C -12.99283 -6.33333 -5.59596 -2.56 -0.07 1.39
O -14.18824 -6.52433 -5.27508 3.05 0.64 -1.02
O -12.40840 -5.19442 -5.94822 -0.27 1.06 -1.05
C -13.26341 -4.00567 -6.00680 -0.99 -0.20 1.60
H -13.30362 -8.91817 -5.15548 -0.14 0.70 -0.51
H -11.98376 -8.70859 -4.07294 -0.28 0.95 0.63
H -11.61276 -9.27522 -5.50269 0.01 0.51 -1.25
H -13.55313 -3.88827 -4.96259 -0.68 0.00 -0.08
H -14.13096 -4.09098 -6.66116 0.20 -0.52 0.00
H -12.83353 -3.02314 -6.20156 1.28 -0.86 -0.60
C -6.91989 -6.07202 0.38907 -0.13 0.13 -0.58
O -7.54754 -5.31462 1.44226 0.93 0.57 -0.37
C -7.60035 -3.96588 1.26859 -1.27 -0.83 0.55
O -7.31990 -3.35173 0.27088 0.28 -0.18 0.31
O -8.16813 -3.49164 2.39561 0.42 0.43 -0.60
C -8.36922 -2.06595 2.49549 0.31 0.23 -0.13
H -6.75350 -7.09425 0.72885 -0.44 0.17 0.23
H -5.95264 -5.70758 0.04308 0.06 0.53 0.49
H -7.54092 -6.04037 -0.50615 -0.18 -0.23 0.19
H -7.98784 -1.52847 1.62729 0.02 -0.30 -0.18
H -7.81235 -1.70122 3.35860 -0.14 -0.20 0.10
H -9.42561 -1.83624 2.63464 0.10 -0.40 0.12
C -18.53513 -2.10834 -8.44980 0.62 0.44 -0.76
O -17.59454 -1.02598 -8.14060 2.16 -0.98 0.47
C -16.21375 -1.31225 -7.95989 -0.26 -0.81 -0.89
O -15.62055 -2.39145 -8.07481 -2.02 2.46 0.45
O -15.61122 -0.12228 -7.69315 -1.73 -1.20 -0.05
C -14.20742 -0.07124 -7.59617 1.05 0.61 0.46
H -18.71726 -2.15793 -9.52333 0.67 0.04 -0.27
H -19.52744 -1.80964 -8.11188 0.40 -0.11 0.90
H -18.16262 -3.07812 -8.11986 -0.25 0.25 0.26
H -13.73070 -0.94815 -7.15814 -0.30 -0.33 -0.46
H -13.95427 0.74940 -6.92492 -0.31 0.13 0.05
H -13.76969 0.21507 -8.55247 -0.01 -0.45 -0.15
C -13.29924 4.39371 -7.57544 -1.16 0.56 -1.29
O -13.88246 3.94628 -6.35185 0.32 -0.12 0.79
C -15.13775 3.49591 -6.31767 -2.91 -1.15 -5.06
O -15.92662 3.51748 -7.32444 2.73 0.31 3.70
O -15.36979 2.85221 -5.19665 0.03 -0.23 2.12
C -16.53995 2.00872 -4.92644 -0.31 -0.48 -1.23
H -13.80706 5.28566 -7.94238 0.16 0.51 0.57
H -13.50074 3.76296 -8.44127 0.13 -0.89 0.46
H -12.22602 4.56117 -7.48467 -0.30 -0.15 0.56
H -16.46664 1.31720 -4.08708 1.42 0.49 0.35
H -16.64391 1.34648 -5.78594 -0.41 0.36 -0.25
H -17.47292 2.49938 -4.64911 0.29 0.81 -0.69
C -10.62924 -6.72362 -0.64402 0.10 -0.66 0.52
O -10.27562 -7.63104 0.40766 -0.29 0.55 2.12
C -10.46037 -7.20919 1.72887 -0.66 3.73 -1.12
O -10.82995 -6.08862 2.14985 0.74 -2.94 -1.89
O -10.12328 -8.18893 2.47706 1.32 -2.27 -2.05
C -10.06419 -8.09701 3.83723 -1.18 0.24 1.83
H -9.83411 -5.98747 -0.76217 -0.39 0.35 0.08
H -11.62217 -6.34175 -0.40659 0.19 0.49 -0.33
H -10.64574 -7.35516 -1.53227 -0.16 0.18 0.01
H -9.47981 -8.92971 4.22864 0.26 0.29 -0.21
H -11.09819 -8.27652 4.13170 0.00 0.31 0.85
H -9.72710 -7.10851 4.14923 0.07 -0.17 0.19
C -10.27537 -1.61509 -6.47749 0.22 -1.62 1.35
O -10.06256 -1.02751 -7.71909 0.95 1.17 0.28
C -10.87415 -1.44190 -8.64067 -1.19 -0.45 -0.61
O -11.70822 -2.30496 -8.53246 0.00 -0.09 -0.09
O -10.65617 -0.70776 -9.71246 0.33 0.14 -1.09
C -11.36523 -1.07219 -10.88965 -0.72 0.30 -0.53
H -10.32449 -2.69405 -6.62424 0.07 -0.15 0.20
H -11.22838 -1.35267 -6.01814 0.14 0.49 0.05
H -9.41649 -1.39880 -5.84216 -0.34 0.31 0.00
H -12.44248 -1.08870 -10.72430 0.00 0.10 0.23
H -11.11978 -2.04852 -11.30756 0.45 0.00 0.32
H -11.13992 -0.28702 -11.61134 0.06 -0.16 0.03
C -10.78698 -2.52774 -0.90704 0.99 -0.87 -0.40
O -11.80346 -1.70074 -1.40161 -0.06 0.65 0.68
C -12.23506 -1.84336 -2.63443 -0.13 -1.42 -1.89
O -11.82669 -2.61227 -3.50802 -0.74 1.39 1.82
O -13.28231 -1.01575 -2.71701 -1.28 0.11 -0.89
C -14.28555 -1.21779 -3.76397 0.40 0.69 -0.42
H -9.99837 -2.67746 -1.64446 -0.11 0.23 0.15
H -11.17800 -3.51959 -0.68029 -0.13 -0.01 0.24
H -10.35481 -2.06664 -0.01894 -0.25 -0.04 -0.03
H -15.05196 -0.44460 -3.71014 0.18 0.19 0.92
H -14.83087 -2.15931 -3.69864 0.52 -0.16 0.07
H -13.87462 -0.99606 -4.74889 0.46 -0.66 -0.05
C -12.12232 1.91172 -4.29586 0.78 0.41 2.84
O -11.99314 1.69579 -5.65718 0.54 -0.43 -1.55
C -10.82331 1.95096 -6.29305 2.47 1.97 1.18
O -9.72294 2.30377 -5.78879 -3.49 -1.48 -1.23
O -11.08716 1.93631 -7.59835 -0.59 -0.84 -0.01
C -10.08007 2.23495 -8.58979 0.28 -0.03 1.09
H -12.93364 1.38998 -3.78829 -0.43 -0.44 -1.11
H -12.28527 2.94809 -4.00009 0.12 0.31 -0.66
H -11.26714 1.55719 -3.72047 0.36 0.02 -0.39
H -10.63114 2.50158 -9.49164 0.14 0.24 0.25
H -9.44696 1.37373 -8.80326 -0.21 -0.11 0.19
H -9.46579 3.01339 -8.13724 0.06 0.25 -0.58
```
Forces are in eV/Å.

Summary:
- LUMO level: 0.047 eV
- HOMO energy: -8.447 eV
- HOMO-LUMO gap: 8.494 eV
- Spin multiplicity: 1

Results of the Mulliken charge analysis, in e, for atoms 1 through 6: -0.22, -0.45, -0.18, -1.10, -0.25, -0.49



4.
Computed, not measured: one molecule with the formula C8H10N2O2, with the ωB97M-V functional and the def2-TZVPD basis.

```
22
Properties=species:S:1:pos:R:3:forces:R:3
C 3.22744 0.97237 0.10431 -3.22 -1.74 -1.33
C 3.13694 -0.29691 -0.26834 1.95 -2.16 -0.33
C 2.01032 1.74675 0.26675 -0.35 2.45 1.97
C 1.89373 -1.01695 -0.54349 0.22 -0.16 -0.82
C 0.72761 1.21477 -0.31259 3.21 -2.39 0.71
C 1.75657 -2.35727 -0.78752 -1.86 2.57 1.48
C -0.43860 1.75808 -0.23058 -6.20 -0.59 -1.59
C -3.15417 1.52463 1.05413 0.96 -0.61 2.13
N 0.82335 -0.17012 -0.66995 -1.65 1.60 0.04
N -1.81044 0.84629 -0.67966 2.89 1.08 1.79
O 2.04564 2.73911 1.01508 -0.45 -1.28 -1.59
O -2.98592 1.59403 -0.33741 0.73 0.20 -0.75
H 4.09772 1.40842 0.34118 3.00 1.58 0.87
H 4.07624 -0.92738 -0.34609 -1.21 0.82 0.16
H 0.68616 -2.62645 -0.67447 0.90 -0.59 -0.68
H 2.52837 -3.00841 -0.52149 0.99 -1.02 -0.03
H -0.92027 2.68341 0.02251 1.07 0.55 0.28
H -3.99956 2.20969 1.41492 0.80 -1.50 -0.97
H -2.24831 1.96199 1.58788 -0.83 -0.48 -0.60
H -3.15337 0.39871 1.38511 -0.63 2.09 -0.42
H -0.12749 -0.50666 -0.62632 0.09 -0.92 -0.21
H -1.78495 0.75050 -1.68927 -0.39 0.51 -0.11
```
Forces are in eV/Å.

Summary:
- SMILES: C=c1ccc(=O)/c(=C/NOC)[nH]1
- Energy above the lowest of the compared OMol25 structures with the same formula, charge and spin: 139.1 kcal per mole
- LUMO level (spin up / spin down): -0.611 / -0.611 eV
- HOMO energy (spin up / spin down): -8.211 / -8.212 eV
- HOMO-LUMO gap (spin up / spin down): 7.600 / 7.601 eV
- Spin multiplicity: 1

Results of the Mulliken charge analysis, in e, for atoms 1 through 6: -0.63, -0.38, 0.46, 0.62, -0.21, -1.02



5.
Computed, not measured: one molecule with the formula C5H5NO, with the ωB97M-V functional and the def2-TZVPD basis.

```
12
Properties=species:S:1:pos:R:3:forces:R:3
N -1.00488 2.86937 0.95425 0.26 -0.64 -0.49
C -0.64276 1.85853 0.53171 -0.47 1.05 0.25
C -0.18674 0.53901 0.17358 -0.21 0.30 0.51
C 1.13514 0.07104 -0.42311 0.09 -0.23 -0.01
C 0.39015 -1.11324 0.28266 0.43 -0.65 -0.40
C -0.91741 -0.66474 -0.41987 -0.15 -0.10 -0.13
O 0.06666 -0.27922 1.41841 0.14 0.55 -0.35
H 1.21069 -0.07417 -1.50234 -0.18 0.44 0.05
H 2.01737 0.57079 -0.00893 -0.13 -0.66 0.23
H 0.75350 -2.12530 0.42390 -0.02 -0.01 0.22
H -0.94696 -0.80734 -1.50138 -0.06 0.34 0.08
H -1.87476 -0.84473 0.07112 0.29 -0.40 0.05
```
Forces are in eV/Å.

Summary:
- Energy above the lowest of the compared OMol25 structures with the same formula, charge and spin: 79.2 kcal per mole
- LUMO level: 0.759 eV
- HOMO energy: -10.376 eV
- HOMO-LUMO gap: 11.136 eV
- Spin multiplicity: 1

Results of the Mulliken charge analysis, in e, for atoms 1 through 6: -0.43, -0.20, 0.55, -0.41, -0.20, -0.39



6.
Computed, not measured: an isolated ion of composition C5H12N3 and charge +1, with the ωB97M-V functional and the def2-TZVPD basis.

```
20
Properties=species:S:1:pos:R:3:forces:R:3
C -0.70806 -0.75668 -0.29870 -3.69 -1.70 -1.87
C 0.65572 -0.81688 -0.33020 2.31 1.62 0.86
C -1.82281 0.10983 -0.05661 2.55 2.15 0.49
C -3.18084 -0.43152 0.07979 -0.56 -0.54 -1.63
C 3.06142 -0.57731 -0.01312 1.89 1.10 0.73
N 1.79640 1.31623 0.47465 -2.44 -1.63 -1.71
N -1.65964 1.47916 0.07328 0.43 -3.46 -0.32
N 1.71568 -0.05736 -0.02214 -0.31 2.16 1.29
H -1.09793 -1.74171 -0.81754 0.60 1.84 1.61
H 1.01401 -1.79282 -0.57326 0.26 -0.48 -0.35
H -3.95196 0.31420 0.35400 0.50 -0.56 -0.25
H -3.21216 -1.32187 0.68098 0.02 -0.12 0.71
H 1.21133 1.47193 1.28392 0.72 0.20 0.08
H 3.73002 0.10009 0.67418 -1.39 -1.47 -1.31
H 3.05263 -1.53781 0.46096 0.35 -0.77 -0.30
H 3.48569 -0.50483 -1.02250 0.03 -0.57 0.28
H 2.71295 1.70046 0.28633 -0.51 0.03 0.63
H -0.98191 1.91079 -0.49980 1.15 0.40 -0.26
H -2.45051 2.02534 0.21242 -1.66 0.95 0.39
H -3.37002 -0.88925 -0.94663 -0.24 0.85 0.94
```
Forces are in eV/Å.

Summary:
- Net charge: +1
- SMILES: C/C(N)=C/C=[N+](/C)N
- Energy above the lowest of the compared OMol25 structures with the same formula, charge and spin: 71.0 kcal per mole
- LUMO level (spin up / spin down): -4.273 / -4.273 eV
- HOMO energy (spin up / spin down): -12.473 / -12.473 eV
- HOMO-LUMO gap (spin up / spin down): 8.200 / 8.200 eV
- Spin multiplicity: 1

Results of the Mulliken charge analysis, in e, for atoms 1 through 6: -0.62, 0.18, 0.91, -1.23, -1.02, -0.60



no.,E_tot (Ha)
1,-377.73974
2,-271.04606
3,-5846.41007
4,-570.64255
5,-323.39343
6,-361.65492